(1)
Here is a cluster of 2 separate species, C6H12N2O2 in total at a distorted geometry from the Open Molecules 2025 dataset. Energies are from wB97M-V/def2-TZVPD.

The geometry in XYZ format:
```
22
Properties=species:S:1:pos:R:3:lowdin_charge:R:1
H -2.366 1.326 0.609 0.075
C 1.093 0.927 -1.408 -0.117
C -0.667 0.324 0.029 -0.382
C 0.472 0.743 1.770 -0.381
H 0.809 -2.797 -0.016 0.102
N -0.006 -0.952 -0.441 -0.150
O 0.840 1.987 1.687 0.115
H -0.944 1.436 -1.574 0.131
O 0.760 -0.135 2.538 0.060
H 0.422 -1.650 1.490 0.058
C -2.088 0.302 0.476 -0.026
H -2.151 -0.116 1.457 0.073
H 0.854 -0.982 -2.323 0.108
C 1.124 -0.652 -1.283 -0.183
H -2.889 -0.178 -0.136 0.101
H 1.191 1.377 -2.449 0.133
H 1.869 1.266 -0.726 0.092
H 2.120 -1.130 -0.997 0.133
H 0.441 2.322 0.871 0.088
C 0.113 -2.084 0.521 -0.049
N -0.260 1.297 -0.836 -0.026
H -0.737 -2.633 0.740 0.045
```

## Properties
**HOMO level**: -7.26 eV
**Multiplicity**: 1
**HOMO-LUMO gap**: 8.0782 eV

***

(2)
Here is a structure of composition C21H36BrIIrN2O2SeSiTe at a distorted geometry from the Open Molecules 2025 dataset. Energies are from wB97M-V/def2-TZVPD.

The geometry in XYZ format:
```
67
Properties=species:S:1:pos:R:3:lowdin_charge:R:1
H -1.347 -0.636 5.276 0.076
C -2.858 -0.886 -2.385 -0.123
C 1.455 -3.260 7.283 -0.080
H 0.004 0.313 5.920 0.066
H -0.845 -2.669 3.126 0.079
H -3.336 0.187 -4.712 0.088
O 0.548 2.464 0.277 -0.045
H -2.707 -0.948 -1.310 0.038
C -2.032 0.239 -3.003 -0.636
H 1.721 3.247 -3.481 0.087
H 0.026 4.976 1.800 0.137
H -2.480 1.602 -1.378 0.017
H 2.799 0.496 -2.160 0.024
H 1.430 -4.669 4.208 0.120
C 0.413 -1.799 5.685 -0.313
C -0.259 -0.529 5.282 -0.326
C 0.822 -2.064 6.982 -0.038
C -2.557 1.567 -2.461 -0.116
O 0.884 2.381 2.479 -0.084
Se -2.072 -4.323 -0.689 0.611
C 2.582 0.625 -3.217 -0.117
H -1.823 -0.674 -4.970 0.075
N -0.495 -2.121 0.361 -0.140
H 2.163 -5.134 6.517 0.105
C 0.633 -2.746 4.683 -0.303
C 1.122 2.585 -2.854 -0.106
H 2.674 -0.150 1.644 -0.099
H 0.161 -1.834 -4.361 0.024
C 1.169 1.170 -3.427 -0.635
H 2.714 -0.334 -3.711 0.075
C -1.142 -3.006 -0.067 -0.985
H 2.981 0.659 0.101 -0.045
C 0.278 -1.807 -3.282 -0.187
H 1.539 2.602 -1.853 0.058
H -0.057 3.009 -0.303 0.084
H -1.271 3.958 2.426 0.127
H 0.814 -2.879 2.544 0.050
H 0.038 1.829 -5.161 0.065
H 1.290 -2.119 -3.048 -0.007
H 0.850 0.271 -5.377 0.075
Ir 0.278 -0.195 -0.063 0.600
N -1.233 4.231 0.286 0.016
H 1.776 1.766 -5.397 0.086
Br -1.911 0.689 1.402 0.054
H -1.860 1.084 -5.000 0.059
H -2.091 3.684 0.263 0.075
C 1.260 -3.942 4.989 -0.027
Te 0.391 -0.247 3.209 1.523
Si -0.120 -0.064 -2.526 0.731
C 0.932 1.256 -4.931 -0.099
C 2.408 -0.129 0.588 -0.815
C -2.264 0.205 -4.512 -0.093
H -1.472 5.192 0.079 0.096
H 1.779 -3.461 8.293 0.103
C -0.586 4.096 1.585 -0.156
H -2.599 -1.845 -2.825 0.059
H 0.109 2.977 -2.828 0.061
H 0.653 -1.337 7.763 0.113
C 0.357 2.898 1.519 -0.619
I 3.118 -2.007 -0.214 0.656
C 1.671 -4.199 6.289 -0.075
H -3.919 -0.708 -2.560 0.089
H 3.313 1.322 -3.629 0.088
H -2.019 2.412 -2.885 0.063
H -3.610 1.679 -2.725 0.086
C 0.198 -2.397 3.299 -0.365
H -0.384 -2.553 -2.853 -0.007
```

## Properties
**HOMO level (spin up / spin down)**: -7.30 / -7.36 eV
**Multiplicity**: 2
**HOMO-LUMO gap (spin up / spin down)**: 5.8844 / 5.1111 eV
**Expectation value of S²**: 0.85

***

(3)
Here is a cluster of 12 separate species, C48H132N12O12 in total at a distorted geometry from the Open Molecules 2025 dataset. Energies are from wB97M-V/def2-TZVPD.

The geometry in XYZ format:
```
204
Properties=species:S:1:pos:R:3:lowdin_charge:R:1
H -3.310 3.251 4.993 0.060
H -4.142 -8.152 -2.011 0.071
N -1.747 6.914 -0.131 0.045
H -4.240 1.496 -3.884 0.121
H -1.407 -2.282 3.336 0.076
H 3.940 -1.913 3.983 0.081
H 1.632 -0.748 -4.243 0.103
H 0.252 -0.835 -1.809 0.118
H 1.309 0.802 5.671 0.116
H 0.488 1.405 -4.473 0.016
H 3.570 1.371 6.211 0.105
H 3.463 2.160 2.492 0.115
H -2.635 1.416 8.054 0.071
H -1.207 -4.012 3.198 0.087
H 2.843 -2.177 -2.538 0.073
C -3.581 -4.932 -3.401 -0.186
H 0.017 1.434 3.496 0.077
H 3.050 2.335 -0.372 0.084
H -0.770 1.481 -6.600 0.109
H -1.946 3.399 -3.383 0.069
C -0.290 0.002 -1.368 -0.164
H -3.452 3.561 -6.306 0.063
H -3.095 3.237 6.601 0.064
C -4.666 -4.048 0.755 -0.398
H 2.760 -4.039 -2.767 0.080
N 8.727 -1.322 2.783 0.019
H 4.907 -2.224 -0.298 0.086
H 3.377 4.838 3.528 0.068
H 4.878 2.268 1.343 0.118
H -0.809 -0.281 -3.909 0.030
C 2.565 1.267 8.118 -0.048
H 1.867 2.212 -4.426 0.069
C 0.515 -0.471 0.868 -0.106
C 7.520 -0.647 2.414 -0.425
H -4.532 -2.090 -0.158 0.061
H -1.966 -1.808 -2.710 0.064
C 1.262 -1.618 -4.784 -0.172
H 0.224 4.321 -1.121 0.091
C -2.439 -1.003 -2.146 -0.031
H -3.966 -0.173 2.274 0.069
H 3.651 -1.177 0.117 0.068
H -1.754 1.627 5.676 0.097
H -4.973 -6.530 -4.671 0.072
N 3.500 -2.556 -5.063 0.030
C -1.499 -3.119 2.644 -0.096
C 1.076 2.423 -6.293 -0.399
H 3.501 3.750 6.183 0.027
C 0.096 1.728 -7.214 -0.218
C 0.290 6.053 0.969 -0.057
H -5.937 -5.554 -3.890 0.047
C -3.094 0.478 2.215 -0.079
H 2.912 1.546 -7.204 0.070
H -2.184 7.083 -1.026 0.064
O -0.137 -1.761 -4.386 -0.251
H 1.908 -2.133 8.843 0.064
C 2.175 -2.842 -4.514 -0.413
C -0.720 -2.871 -5.050 -0.086
C 2.125 -3.485 7.165 -0.403
O -3.071 1.315 3.390 -0.181
C -4.506 1.182 -4.893 -0.167
N 2.982 -4.409 7.872 0.012
H 0.799 -1.467 0.529 0.082
H -4.158 0.416 -7.457 0.092
C -4.423 -6.127 -2.848 -0.426
H 3.894 -2.501 1.239 0.082
H -1.683 2.569 -9.731 0.089
H 0.697 -3.315 8.895 0.064
N 3.813 4.113 4.080 0.036
H -0.170 3.514 -3.276 0.065
H -2.356 -0.237 4.640 0.113
H 3.036 3.470 4.016 0.024
H -6.161 -2.574 0.012 0.080
H -3.411 -0.805 -2.596 0.071
H 9.398 -0.695 3.204 0.074
H 3.604 -4.845 7.206 0.063
H 0.532 0.796 -7.573 0.125
C -1.241 1.888 -9.004 -0.119
C 3.027 -2.562 6.239 -0.172
C 1.237 -2.687 8.186 -0.054
H -5.579 2.138 -6.614 0.110
H 4.135 3.229 7.537 0.072
H -2.034 0.648 -4.047 0.049
N -1.195 0.554 -3.492 0.066
H 8.433 0.218 0.560 0.074
H -5.195 -1.961 1.348 0.064
H 6.272 -2.448 2.596 0.110
H 1.725 -3.674 -5.055 0.122
H 7.129 -0.234 3.344 0.123
H -2.551 -3.750 0.342 0.114
H -0.399 3.012 4.129 0.090
O 5.271 -0.991 1.368 -0.212
H -7.108 1.904 -4.817 0.063
H 2.446 3.122 -7.855 0.068
H 1.796 2.661 0.739 0.062
H 0.235 -0.480 1.922 0.071
H -2.529 -5.059 -3.145 0.114
H -0.227 5.399 1.671 0.073
C -3.179 -4.017 1.193 -0.228
H -5.280 0.420 -4.812 0.110
H 0.507 -2.003 7.754 0.068
H 1.276 -1.302 -5.827 0.113
H -3.156 -7.906 -3.369 0.075
C -5.246 2.407 -5.612 -0.377
O 3.424 3.751 1.283 -0.205
C -3.115 0.545 4.604 -0.198
C 1.531 1.859 5.819 -0.202
C 4.875 3.561 3.170 -0.350
C 2.971 -1.437 4.133 -0.092
H 1.333 5.766 0.839 0.062
N -3.494 2.719 5.831 0.034
C -1.093 4.077 -3.410 -0.100
H -2.247 -0.165 1.978 0.063
H 6.893 0.847 0.955 0.054
H 3.494 -2.535 -6.073 0.068
H -2.046 1.515 -8.371 0.059
C -0.494 6.170 -0.335 -0.431
N 1.270 1.685 -5.048 0.032
H 3.421 -1.713 6.797 0.120
H -2.387 6.321 0.378 0.067
H 0.713 3.405 -5.988 0.123
H -1.772 -2.889 -4.765 0.070
H -4.899 -5.790 -1.926 0.121
C 7.810 0.481 1.415 -0.073
H 1.310 0.252 0.689 0.070
H -4.949 4.452 -6.395 0.067
H -6.907 3.555 -5.206 0.066
C -1.540 0.239 -2.146 -0.426
H 6.259 3.118 4.896 0.079
H 2.350 0.199 8.095 0.044
H 1.378 -3.033 -2.529 0.061
H -4.369 -2.940 -4.731 0.081
O -2.850 -3.128 2.210 -0.181
C 5.647 2.615 4.147 -0.044
C -3.567 -7.373 -2.512 -0.057
C 6.468 -1.705 1.823 -0.143
H 3.194 3.074 -6.288 0.066
H 0.212 6.657 -1.008 0.133
H -2.381 -1.385 -1.127 0.072
H 9.213 -1.640 1.956 0.069
H -3.889 -1.006 -6.419 0.077
C -4.954 -3.057 -3.819 -0.109
H -2.620 -0.164 7.366 0.063
H 2.269 3.970 -0.364 0.068
N 3.261 3.258 7.032 0.041
H -4.037 -0.035 4.654 0.126
O 2.272 -2.164 5.112 -0.196
O -0.578 -0.083 0.053 -0.210
H -5.438 -4.096 2.632 0.072
H 3.412 1.470 8.772 0.074
O -1.148 5.197 -2.516 -0.178
O -0.238 2.587 -8.300 -0.151
H -3.311 1.078 1.331 0.089
H -5.894 -3.601 -3.907 0.082
C 0.432 2.402 3.775 -0.049
N -6.490 2.701 -4.861 0.015
H 0.664 2.308 6.303 0.124
H -4.721 -4.616 -0.174 0.110
C 4.212 2.799 2.023 -0.178
H -2.829 -7.146 -1.742 0.071
C -5.192 -2.651 0.504 -0.052
H -3.510 -4.971 -4.488 0.113
H 4.971 1.858 4.543 0.062
H 8.372 1.299 1.867 0.073
H 4.050 -1.788 -4.706 0.075
H -0.271 -3.826 -4.776 0.087
H -0.802 1.111 -9.630 0.091
C -0.714 4.874 -1.167 -0.189
C -3.059 0.826 7.242 -0.047
H -1.398 4.238 -0.605 0.120
H 0.366 7.064 1.368 0.079
H -2.497 -0.271 -7.113 0.082
H -0.700 -2.999 1.912 0.075
C -3.490 -0.040 -6.726 -0.109
H -4.168 4.161 -4.797 0.069
H 0.727 2.865 2.833 0.073
C 2.366 -3.047 -2.989 -0.046
H -2.847 -5.009 1.498 0.116
H 1.517 -4.120 6.521 0.124
N -5.455 -6.436 -3.789 0.040
C 4.413 -1.805 0.579 -0.113
C -2.815 1.414 5.804 -0.419
C -4.389 3.747 -5.781 -0.035
N -5.359 -4.719 1.841 0.035
H 7.010 -2.256 1.054 0.114
C 2.637 3.139 0.237 -0.094
H -2.188 0.986 -1.687 0.139
H -5.152 -2.087 -3.362 0.081
O 1.671 2.333 4.525 -0.226
H 2.395 -5.139 8.251 0.072
O -4.056 -3.662 -2.947 -0.209
H 1.688 1.681 8.615 0.076
H 6.419 2.102 3.573 0.044
H 2.437 -1.572 3.192 0.075
H -1.076 4.504 -4.412 0.083
C 2.792 1.936 6.725 -0.420
H 0.383 0.859 -1.401 0.120
H 5.463 4.413 2.827 0.138
H -4.938 -5.599 2.103 0.067
H -0.769 -2.709 -6.126 0.096
H 3.002 -0.360 4.296 0.077
O -3.359 0.747 -5.594 -0.231
C 2.516 2.528 -6.944 -0.045
H -4.128 0.675 7.388 0.075
H 3.819 -3.208 5.859 0.111
```

## Properties
**HOMO level**: -8.65 eV
**Multiplicity**: 1
**HOMO-LUMO gap**: 8.8870 eV
**Structure (SMILES)**: COC[C@H](C)N.COC[C@H](C)N.COC[C@H](C)N.COC[C@H](C)N.COC[C@H](C)N.COC[C@H](C)N.COC[C@H](C)N.COC[C@H](C)N.COC[C@H](C)N.COC[C@H](C)N.COC[C@H](C)N.COC[C@H](C)N

***

(4)
Here is an isolated molecule of C6H14NOP at a distorted geometry from the Open Molecules 2025 dataset. Energies are from wB97M-V/def2-TZVPD.

The geometry in XYZ format:
```
23
Properties=species:S:1:pos:R:3:lowdin_charge:R:1
C 1.365 1.423 -0.240 -0.241
C 0.434 2.108 -1.238 -0.256
H 1.155 0.936 -2.938 0.126
H -1.262 -2.852 1.229 0.105
H 0.317 -0.959 -2.228 0.090
H -1.876 -2.053 -0.138 0.051
H 1.432 1.818 0.809 0.092
H -1.449 0.153 1.085 0.127
H -2.542 -1.830 1.252 0.059
H 0.329 0.229 2.644 0.071
C -0.044 -0.790 2.479 -0.103
H -0.777 -1.110 3.213 0.074
C -0.700 -0.699 1.064 -0.484
N -0.058 -0.234 -1.663 -0.142
C -1.583 -1.856 0.845 -0.142
H -0.633 1.247 -3.019 0.138
H 0.656 3.207 -1.575 0.153
H -0.504 2.156 -0.746 0.077
C 0.241 1.013 -2.275 -0.330
H 2.421 1.467 -0.720 0.131
H 0.613 -1.638 2.289 0.069
P 0.657 -0.285 -0.147 0.781
O 1.808 -1.450 0.017 -0.447
```

## Properties
**HOMO level**: -9.13 eV
**Multiplicity**: 1
**HOMO-LUMO gap**: 9.9340 eV
**Structure (SMILES)**: CC(C)[P@]1(=O)CCCN1

***

Relative energy (zero: lowest compared OMol25 entry of this formula, charge and spin) for the records above, in order: 71.1; 0.0; 115.6; 0.0 kcal per mole